No. 1
C19H37HgO15S4 as an isolated structure in a non-equilibrium geometry. Source: OMol25; level of theory: ωB97M-V/def2-TZVPD.

The energy above the lowest of the compared OMol25 structures with the same formula, charge and spin comes out at 317.8 kJ/mol. Its total charge is -1. The calculation puts the orbital gap at 4.88 eV. The maximum force is 6.415 eV/Å.

Positions of all 76 atoms, in Å:
Hg (15.055, -4.894, 4.850)
O (15.974, -6.077, 0.752)
C (16.193, -5.275, 1.824)
O (15.129, -4.972, 2.479)
O (17.327, -5.092, 2.245)
H (15.024, -6.232, 0.759)
O (14.215, -0.703, 3.659)
C (15.280, -1.095, 4.350)
O (15.468, -2.350, 4.470)
O (16.203, -0.300, 4.664)
H (14.095, -1.578, 3.239)
C (17.604, -5.736, 6.518)
O (17.046, -4.481, 6.064)
H (17.802, -6.307, 5.604)
H (18.516, -5.527, 7.082)
H (16.847, -6.305, 7.071)
C (14.827, -2.584, 10.579)
C (13.446, -2.085, 10.208)
C (13.447, -1.827, 8.696)
S (14.809, -2.821, 7.982)
O (15.896, -1.968, 7.615)
O (14.265, -3.717, 6.992)
C (15.199, -3.655, 9.587)
H (15.073, -2.836, 11.611)
H (15.613, -1.838, 10.414)
H (12.961, -1.288, 10.774)
H (12.735, -2.868, 10.497)
H (13.742, -0.818, 8.411)
H (12.631, -2.268, 8.126)
H (16.257, -3.894, 9.497)
H (14.577, -4.537, 9.753)
C (9.670, -4.068, 2.261)
C (9.657, -3.213, 3.525)
C (10.958, -2.505, 3.764)
S (12.309, -3.530, 3.008)
O (12.987, -4.133, 4.133)
O (12.980, -2.779, 1.975)
C (11.106, -4.681, 2.341)
H (9.556, -3.405, 1.401)
H (8.906, -4.831, 2.126)
H (9.127, -3.751, 4.316)
H (8.861, -2.473, 3.384)
H (11.259, -2.407, 4.809)
H (11.011, -1.464, 3.446)
H (11.116, -5.458, 3.110)
H (11.495, -5.197, 1.463)
C (10.461, -7.717, 6.347)
C (10.096, -6.332, 6.845)
C (11.317, -5.450, 6.891)
S (12.731, -6.497, 7.169)
O (13.101, -6.463, 8.574)
O (13.648, -6.260, 6.081)
C (11.824, -8.078, 6.971)
H (10.424, -7.883, 5.270)
H (9.797, -8.491, 6.738)
H (9.666, -6.402, 7.846)
H (9.308, -5.969, 6.184)
H (11.312, -4.801, 7.767)
H (11.348, -4.807, 6.013)
H (11.597, -8.343, 8.012)
H (12.333, -9.038, 6.877)
C (15.848, -10.824, 3.978)
C (15.368, -10.609, 2.559)
C (15.420, -9.102, 2.367)
S (14.646, -8.504, 3.980)
O (13.180, -8.563, 4.058)
O (15.330, -7.267, 4.374)
C (15.357, -9.835, 4.991)
H (16.937, -10.726, 3.997)
H (15.768, -11.899, 4.160)
H (14.350, -11.004, 2.538)
H (15.960, -11.120, 1.802)
H (14.773, -8.666, 1.604)
H (16.369, -8.580, 2.250)
H (14.692, -10.053, 5.826)
H (16.240, -9.404, 5.461)

No. 2
A 3-piece molecular cluster, C19H37N3O9PS3 overall in a non-equilibrium geometry. Source: OMol25; level of theory: ωB97M-V/def2-TZVPD.

Its total charge is +1. The calculation puts the orbital gap at 6.71 eV. The maximum force is 10.568 eV/Å.

Positions of all 72 atoms, in Å:
C (2.235, -4.388, 5.145)
C (1.630, -3.205, 5.665)
C (0.824, -1.794, 6.061)
N (-0.259, -1.594, 4.981)
C (-1.610, -1.483, 5.336)
C (-2.527, -1.332, 3.946)
N (-3.833, -1.945, 4.397)
C (-4.476, -0.861, 5.273)
C (-4.747, 0.690, 4.808)
O (-4.810, -1.174, 6.546)
C (-4.731, -2.342, 3.246)
C (-5.245, -1.375, 2.024)
O (-5.204, -3.620, 3.233)
C (-1.494, -2.256, 3.009)
S (-1.457, -3.985, 3.738)
P (-1.893, -2.487, 1.157)
N (-2.382, -1.151, 0.387)
C (-0.125, -1.488, 3.479)
O (1.157, -1.769, 2.819)
C (1.735, -0.402, 2.592)
C (3.305, -0.425, 2.123)
H (2.558, -5.220, 4.352)
H (0.241, -2.050, 7.057)
H (1.542, -0.875, 6.152)
H (-1.987, -1.518, 6.463)
H (-2.533, -0.286, 3.420)
H (-5.881, 1.030, 4.956)
H (-4.020, 1.444, 5.380)
H (-4.499, 0.799, 3.667)
H (-4.551, -0.448, 1.852)
H (-5.357, -2.067, 1.058)
H (-6.353, -1.022, 2.276)
H (-2.783, -4.418, 3.926)
H (-2.835, -3.599, 1.065)
H (-0.652, -2.945, 0.523)
H (-2.411, -0.393, 1.105)
H (-0.363, -0.363, 3.231)
H (1.704, 0.207, 3.618)
H (1.141, 0.189, 1.746)
H (3.963, -0.918, 2.955)
H (3.421, -0.889, 1.056)
H (3.654, 0.716, 2.060)
O (-0.030, 0.999, -2.153)
S (0.956, -0.008, -1.820)
O (2.172, 0.313, -1.106)
O (1.344, -0.837, -3.168)
C (1.788, -0.115, -4.308)
C (3.234, 0.321, -4.158)
C (0.142, -1.337, -0.970)
H (1.135, 0.741, -4.506)
H (1.706, -0.789, -5.166)
H (3.339, 1.070, -3.367)
H (3.604, 0.759, -5.089)
H (3.869, -0.527, -3.886)
H (-0.752, -1.620, -1.528)
H (-0.134, -0.982, 0.026)
H (0.832, -2.179, -0.886)
O (3.982, 3.702, -5.721)
S (2.570, 3.758, -6.037)
O (1.850, 2.610, -6.544)
O (2.297, 5.025, -7.024)
C (3.044, 5.124, -8.228)
C (2.511, 4.181, -9.290)
C (1.698, 4.386, -4.624)
H (4.109, 4.950, -8.042)
H (2.943, 6.155, -8.584)
H (2.681, 3.137, -9.009)
H (3.006, 4.358, -10.249)
H (1.431, 4.309, -9.417)
H (2.207, 5.282, -4.263)
H (1.705, 3.614, -3.851)
H (0.670, 4.612, -4.914)

No. 3
C19H37O6PS6SiTaTe as an isolated structure in a non-equilibrium geometry. Source: OMol25; level of theory: ωB97M-V/def2-TZVPD.

The energy above the lowest of the compared OMol25 structures with the same formula, charge and spin comes out at 118.9 kJ/mol. Its total charge is +1. The calculation puts the orbital gap at 7.23 eV. The maximum force is 3.812 eV/Å.

Positions of all 72 atoms, in Å:
Ta (-15.753, -3.814, 11.249)
S (-14.274, -7.475, 7.038)
C (-14.839, -6.103, 7.602)
S (-16.498, -5.573, 7.672)
C (-16.128, -4.262, 8.717)
C (-14.858, -3.890, 8.892)
S (-14.261, -2.601, 9.864)
S (-13.690, -4.858, 8.095)
S (-17.485, -3.543, 9.591)
C (-16.716, -7.500, 15.321)
C (-15.607, -6.532, 14.938)
O (-14.818, -7.129, 13.855)
P (-14.825, -6.554, 12.439)
O (-14.389, -5.031, 12.322)
Te (-17.098, -6.355, 11.593)
O (-13.870, -7.439, 11.653)
C (-14.191, -8.748, 11.226)
C (-14.517, -9.677, 12.355)
H (-17.218, -7.142, 16.276)
H (-16.300, -8.468, 15.749)
H (-17.549, -7.563, 14.573)
H (-14.876, -6.292, 15.667)
H (-15.971, -5.559, 14.552)
H (-13.354, -9.095, 10.673)
H (-15.019, -8.724, 10.539)
H (-13.753, -9.701, 13.120)
H (-14.653, -10.650, 12.015)
H (-15.467, -9.306, 12.841)
C (-14.408, -0.254, 14.543)
C (-14.698, 0.739, 13.310)
C (-14.068, 0.357, 12.033)
C (-14.308, 2.164, 13.762)
O (-16.134, 0.772, 13.151)
Si (-17.206, 0.016, 12.199)
S (-16.598, -2.215, 12.661)
O (-16.894, 0.057, 10.596)
C (-17.609, 0.773, 9.526)
C (-18.475, -0.300, 8.920)
C (-16.473, 1.074, 8.521)
C (-18.311, 1.964, 10.042)
O (-18.675, 0.326, 12.624)
C (-19.361, 0.935, 13.779)
C (-20.829, 0.703, 13.516)
C (-18.880, 0.202, 15.044)
C (-19.100, 2.377, 13.793)
H (-13.567, 0.002, 15.069)
H (-14.208, -1.268, 14.210)
H (-15.202, -0.307, 15.290)
H (-13.021, 0.418, 12.085)
H (-14.516, 0.978, 11.034)
H (-14.246, -0.701, 11.817)
H (-13.244, 2.316, 13.877)
H (-14.778, 2.420, 14.694)
H (-14.653, 3.039, 13.084)
H (-17.988, -1.170, 8.531)
H (-19.155, 0.243, 8.167)
H (-19.121, -0.759, 9.672)
H (-16.053, 0.081, 8.268)
H (-15.774, 1.791, 8.967)
H (-16.939, 1.513, 7.582)
H (-19.317, 1.635, 10.482)
H (-18.619, 2.690, 9.266)
H (-17.719, 2.460, 10.780)
H (-21.109, -0.271, 13.214)
H (-21.071, 1.332, 12.663)
H (-21.390, 1.079, 14.332)
H (-18.849, -0.864, 14.810)
H (-19.671, 0.393, 15.809)
H (-17.988, 0.448, 15.507)
H (-19.332, 3.003, 12.923)
H (-18.011, 2.471, 13.985)
H (-19.548, 2.853, 14.637)